Molecular formula: C3H12NO
Method: DFT, the ωB97M-V functional and the def2-TZVPD basis

Results
Kohn-Sham gap ... 13.360 eV
Relative energy (zero: lowest compared OMol25 entry of this formula, charge and spin) ... 1.256 eV
Net charge ... +1

Positions of all 17 atoms, in Å:
C (-0.454029, 1.217997, 1.309385)
C (-0.245368, -0.279609, 0.984513)
N (0.476749, -0.386112, -0.326331)
C (1.447480, -1.557409, -0.225110)
H (-1.098910, 1.682943, 0.485768)
H (-0.921711, 1.513392, 2.258680)
H (0.488005, 1.752483, 1.338697)
H (0.284564, -0.794587, 1.761986)
H (-1.208629, -0.784920, 1.086963)
H (0.997324, 0.456185, -0.513692)
H (-0.259086, -0.491122, -1.097094)
H (0.882963, -2.461540, -0.520221)
H (1.793774, -1.644153, 0.782451)
H (2.148586, -1.382606, -1.067863)
H (-1.961736, 1.171109, -1.607858)
H (-1.318987, 1.098201, -2.786542)
O (-1.050988, 0.889751, -1.863731)

Cartesian forces (eV/Å) of the 6 atoms listed first:
C -0.92 0.67 -1.12
C -1.12 1.82 1.39
N -1.01 -2.45 0.79
C -1.14 -0.01 -2.82
H 0.98 -0.53 1.18
H -0.08 -0.86 -0.20

=====

Molecular formula: C4H12
Method: DFT, the ωB97M-V functional and the def2-TZVPD basis

Results
Structure (SMILES) ... CC.CC
Kohn-Sham gap ... 12.483 eV
Relative energy (zero: lowest compared OMol25 entry of this formula, charge and spin) ... 0.674 eV

Positions of all 16 atoms, in Å:
C (0.208620, -1.819799, 0.493434)
C (1.628048, -1.880990, 0.933960)
H (-0.006577, -1.503945, -0.525060)
H (-0.312178, -2.794722, 0.550592)
H (-0.459624, -1.140555, 1.158165)
H (2.184160, -2.465221, 0.183100)
H (2.036872, -0.860505, 0.891990)
H (1.813070, -2.331083, 1.977267)
C (-0.264562, 1.347845, -0.688727)
C (-1.430582, 2.299872, -0.785959)
H (0.015105, 1.255966, 0.389546)
H (-0.658210, 0.324900, -1.061816)
H (0.604159, 1.687745, -1.258359)
H (-1.558123, 3.026147, -1.622285)
H (-1.425677, 2.999323, 0.060257)
H (-2.374500, 1.855027, -0.696100)

Cartesian forces (eV/Å) of the 6 atoms listed first:
C -3.27 0.02 1.39
C 1.21 -0.13 0.43
H 0.67 0.18 -0.04
H 0.42 0.17 0.14
H 1.23 -0.93 -0.97
H 0.09 0.06 0.48

=====

Molecular formula: C3H12O2S
Method: DFT, the ωB97M-V functional and the def2-TZVPD basis

Results
Structure (SMILES) ... CCCS.O.O
Kohn-Sham gap ... 9.621 eV
Relative energy (zero: lowest compared OMol25 entry of this formula, charge and spin) ... 0.766 eV

Positions of all 18 atoms, in Å:
C (1.309355, -1.085816, -1.795119)
C (1.061927, 0.113927, -0.856134)
C (-0.434031, 0.538263, -0.972035)
S (-0.500388, 2.380024, -0.606735)
H (2.123818, -1.732234, -1.445074)
H (1.322400, -0.809575, -2.845841)
H (0.494340, -1.799317, -1.680120)
H (1.060271, -0.340797, 0.148699)
H (1.792610, 0.912577, -0.886969)
H (-0.998611, 0.061382, -0.172945)
H (-0.716335, 0.194819, -1.981733)
H (-1.542763, 2.652903, -1.442220)
H (-2.491140, -0.237233, 2.206862)
H (-1.663990, 0.963359, 1.681740)
O (-1.837496, 0.013320, 1.558540)
H (-0.318183, -0.689507, 2.626681)
H (0.936923, -0.160352, 3.264524)
O (0.401292, -0.975744, 3.197877)

Cartesian forces (eV/Å) of the 6 atoms listed first:
C -0.18 -0.20 0.77
C -1.21 -1.82 1.05
C 1.46 0.68 -0.25
S -0.81 -0.81 -1.03
H 0.48 0.64 -0.56
H 0.48 -0.04 -0.09

=====

Molecular formula: H12O6
Method: DFT, the ωB97M-V functional and the def2-TZVPD basis

Results
Structure (SMILES) ... O.O.O.O.O.O
Kohn-Sham gap ... 10.441 eV
Relative energy (zero: lowest compared OMol25 entry of this formula, charge and spin) ... 1.352 eV

Positions of all 18 atoms, in Å:
O (1.913556, -0.723167, -0.319111)
H (2.075556, -1.347167, 0.404889)
H (1.102556, -0.274167, 0.012889)
O (1.472556, 2.671833, -1.420111)
H (0.568556, 2.400833, -1.441111)
H (1.970556, 1.904833, -1.659111)
O (-0.732444, 0.241833, 0.367889)
H (-0.954444, 0.756833, -0.456111)
H (-0.917444, 0.833833, 1.065889)
O (-0.734444, -2.552167, -0.137111)
H (-0.911444, -1.599167, -0.043111)
H (-0.357444, -2.648167, 0.711889)
O (-1.235444, 1.377833, -1.992111)
H (-0.963444, 0.720833, -2.623111)
H (-1.995444, 1.716833, -2.415111)
O (-0.213444, -1.363167, 3.036889)
H (-0.487444, -1.470167, 3.935889)
H (0.399556, -0.648167, 2.969889)

Cartesian forces (eV/Å) of the 6 atoms listed first:
O -0.53 0.31 0.85
H 0.17 0.01 -0.47
H 0.47 -0.23 -0.46
O 0.47 1.08 0.26
H -0.97 -0.28 -0.13
H 0.55 -0.81 -0.13

=====

Molecular formula: C5H11N
Method: DFT, the ωB97M-V functional and the def2-TZVPD basis

Results
Structure (SMILES) ... C=CCCNC
Kohn-Sham gap ... 9.951 eV
Relative energy (zero: lowest compared OMol25 entry of this formula, charge and spin) ... 1.319 eV

Positions of all 17 atoms, in Å:
C (1.106716, -2.139088, -0.987382)
N (-0.077050, -1.496204, -0.469095)
C (0.200616, -0.530450, 0.585193)
C (0.555665, 0.856707, 0.017769)
C (-0.578082, 1.857534, -0.026663)
C (-1.467139, 1.988751, 0.943834)
H (1.733570, -2.630561, -0.225609)
H (1.720364, -1.395518, -1.492410)
H (0.863889, -2.882077, -1.743958)
H (-0.771573, -2.157212, -0.156025)
H (1.068803, -0.844276, 1.191395)
H (-0.670226, -0.466723, 1.239833)
H (0.912407, 0.734914, -1.002959)
H (1.413219, 1.244613, 0.560207)
H (-0.752530, 2.406662, -0.951273)
H (-1.512984, 1.567670, 1.943706)
H (-2.318447, 2.664061, 0.845179)

Cartesian forces (eV/Å) of the 6 atoms listed first:
C 0.22 -0.10 -0.15
N -0.36 0.13 0.14
C 0.40 0.15 -0.07
C -0.10 0.15 -0.37
C -0.17 -0.80 0.30
C -1.10 1.07 0.39

=====

Molecular formula: C5H10O
Method: DFT, the ωB97M-V functional and the def2-TZVPD basis

Results
Kohn-Sham gap ... 8.546 eV
Relative energy (zero: lowest compared OMol25 entry of this formula, charge and spin) ... 4.241 eV

Positions of all 16 atoms, in Å:
C (-1.090674, -0.684337, -1.100733)
C (-0.901166, -0.261513, 0.356001)
C (0.524943, 0.144622, 0.720438)
C (1.718758, -0.459699, 0.018242)
C (-1.426630, 1.122934, 0.774249)
O (0.372868, 1.561818, 0.348500)
H (-0.643480, 0.048303, -1.783311)
H (-2.159676, -0.740499, -1.335352)
H (-0.652452, -1.667847, -1.316116)
H (-1.275698, -1.045526, 1.027246)
H (0.640082, 0.094088, 1.807706)
H (2.642036, 0.021306, 0.360655)
H (1.790236, -1.529700, 0.242097)
H (1.645770, -0.333404, -1.065354)
H (-1.865720, 1.601475, -0.122366)
H (0.680804, 2.127974, 1.068093)

Cartesian forces (eV/Å) of the 6 atoms listed first:
C -0.03 0.05 -0.08
C 0.03 -0.06 0.10
C 0.09 -0.23 0.06
C -0.01 -0.02 -0.04
C -0.04 -0.11 -0.30
O 0.02 0.23 0.16

=====

Molecular formula: C4H8N
Method: DFT, the ωB97M-V functional and the def2-TZVPD basis

Results
Kohn-Sham gap (spin up / spin down) ... 8.869 / 9.235 eV
Relative energy (zero: lowest compared OMol25 entry of this formula, charge and spin) ... 7.478 eV
Net charge ... +1

Positions of all 13 atoms, in Å:
C (1.397355, -1.636138, -1.871368)
C (0.839083, -0.023663, -0.430228)
C (-0.382330, 0.650746, 1.515457)
C (-1.324560, 1.148945, 0.429667)
N (-0.347960, -0.101731, 0.274480)
H (2.265545, -1.370835, -2.364979)
H (0.885982, -2.633748, -1.665891)
H (1.162158, 0.993700, -0.695658)
H (0.432383, 1.249367, 2.004832)
H (-0.810151, -0.050147, 2.201800)
H (-2.339038, 0.816835, 0.469967)
H (-1.177923, 2.081834, -0.179577)
H (-0.600545, -1.125165, 0.311498)

Cartesian forces (eV/Å) of the 6 atoms listed first:
C -3.91 1.19 3.91
C 2.58 -2.06 -4.35
C -1.35 1.02 1.18
C 1.02 -0.76 0.70
N 0.50 -0.61 -0.92
H 1.61 0.47 -0.70

=====

Molecular formula: C2H6N2O
Method: DFT, the ωB97M-V functional and the def2-TZVPD basis

Results
Kohn-Sham gap (spin up / spin down) ... 10.300 / 5.987 eV
Relative energy (zero: lowest compared OMol25 entry of this formula, charge and spin) ... 1.228 eV
Multiplicity ... 2
Net charge ... +1

Positions of all 11 atoms, in Å:
O (0.064115, -1.386726, 1.543578)
C (-0.017672, -0.343248, 2.151120)
H (-0.883388, 0.312949, 2.079920)
H (0.790373, -0.027103, 2.821318)
N (-0.345381, -0.749007, -1.131094)
C (0.032124, 0.457348, -1.412539)
N (0.585711, 1.300509, -0.556811)
H (-0.988276, -1.171566, -1.788607)
H (-0.096832, -1.222539, -0.242106)
H (-0.222336, 0.778516, -2.422034)
H (1.081562, 2.050866, -1.042746)

Cartesian forces (eV/Å) of the 6 atoms listed first:
O 0.04 0.34 -0.33
C 0.39 -0.42 0.33
H -0.33 0.20 -0.14
H 0.02 0.00 0.14
N 0.03 0.06 0.29
C -0.47 -0.10 -0.73

=====

Molecular formula: C17H40BF4O8P3S2V
Method: DFT, the ωB97M-V functional and the def2-TZVPD basis

Results
Kohn-Sham gap (spin up / spin down) ... 7.282 / 6.752 eV
Multiplicity ... 2

Positions of all 76 atoms, in Å:
V (-1.191111, 1.210855, 0.135135)
C (-6.870638, -1.628307, 1.318399)
C (-5.455088, -1.261865, 1.695487)
O (-4.725216, -0.964794, 0.488363)
P (-3.739019, 0.311164, 0.490872)
S (-3.002036, 0.405425, -1.349357)
S (-2.485883, 0.278248, 2.021405)
O (-4.721334, 1.542110, 0.774897)
C (-5.607851, 2.017145, -0.255268)
C (-6.752330, 2.733033, 0.417631)
H (-7.450474, -1.869253, 2.210290)
H (-6.885235, -2.492745, 0.655206)
H (-7.357089, -0.796519, 0.808275)
H (-4.942360, -2.084863, 2.196110)
H (-5.440133, -0.400183, 2.366175)
H (-5.961185, 1.173129, -0.854633)
H (-5.035987, 2.681823, -0.904797)
H (-7.325178, 2.051499, 1.047286)
H (-7.422582, 3.153028, -0.333347)
H (-6.383266, 3.546991, 1.040205)
C (4.786928, 2.108289, 2.396018)
C (4.475693, 2.225037, 0.921341)
C (5.138044, 1.158988, 0.076717)
O (3.031612, 2.257536, 0.716475)
P (1.965364, 1.121476, 0.742854)
O (0.635769, 1.613077, 1.174177)
C (1.882567, 0.438915, -0.929006)
P (0.817474, -1.014264, -0.984679)
O (-0.338580, -0.755306, -0.088571)
O (1.664771, -2.237681, -0.491356)
C (2.705668, -2.853102, -1.313571)
C (2.145154, -4.109281, -1.937193)
C (3.885215, -3.101355, -0.400984)
O (0.510449, -1.360080, -2.478446)
C (-0.130176, -0.395226, -3.397624)
C (0.920959, 0.093136, -4.365562)
C (-1.273768, -1.124352, -4.055035)
O (2.528903, -0.040636, 1.640512)
C (1.720909, -0.613767, 2.744293)
C (1.785972, 0.301919, 3.942424)
C (2.290053, -1.987290, 2.994072)
H (5.844473, 2.323514, 2.555856)
H (4.580968, 1.104982, 2.765530)
H (4.200884, 2.823880, 2.970204)
H (4.776774, 3.208995, 0.560015)
H (4.808396, 0.160012, 0.365076)
H (6.216894, 1.204121, 0.231694)
H (4.946087, 1.315568, -0.984361)
H (2.881865, 0.184028, -1.288465)
H (1.464445, 1.237059, -1.550931)
H (2.983327, -2.140557, -2.096799)
H (1.816817, -4.797205, -1.157785)
H (2.917439, -4.602456, -2.529126)
H (1.302018, -3.883330, -2.585768)
H (3.639409, -3.856184, 0.346502)
H (4.175670, -2.189123, 0.119113)
H (4.734197, -3.458929, -0.984120)
H (-0.517538, 0.432459, -2.794260)
H (1.315686, -0.737614, -4.952373)
H (1.749232, 0.582443, -3.854372)
H (0.477587, 0.817150, -5.048654)
H (-0.899090, -1.965837, -4.640080)
H (-1.800016, -0.443752, -4.724256)
H (-1.978982, -1.484754, -3.309667)
H (0.697204, -0.684126, 2.369794)
H (2.802974, 0.358764, 4.335208)
H (1.140406, -0.096022, 4.726698)
H (1.432753, 1.301988, 3.699326)
H (3.345381, -1.922323, 3.265928)
H (2.185996, -2.617732, 2.113340)
H (1.754242, -2.455196, 3.820316)
F (-2.327238, 3.205417, -0.291158)
B (-1.086937, 3.881056, -0.508430)
F (-0.332865, 2.774614, -1.188417)
F (-1.151452, 4.955080, -1.330059)
F (-0.491989, 4.132056, 0.699287)

Cartesian forces (eV/Å) of the 6 atoms listed first:
V -0.11 0.24 0.09
C -0.05 -0.02 0.00
C 0.04 -0.03 -0.02
O 0.03 0.10 0.12
P -0.61 -0.21 -0.16
S -0.13 -0.15 0.15

=====

Number 1: maximum force 3.35 eV/A. Number 2: maximum force 3.55 eV/A. Number 3: maximum force 2.43 eV/A. Number 4: maximum force 2.04 eV/A. Number 5: maximum force 1.59 eV/A. Number 6: maximum force 0.32 eV/A. Number 7: maximum force 5.66 eV/A. Number 8: maximum force 0.87 eV/A. Number 9: maximum force 0.66 eV/A.